Record 1
45
Properties=species:S:1:pos:R:3 method="wB97M-V/def2-TZVPD" fmax_ha_per_bohr=0.02507 homo_energy_ha=-0.2980 e_above_lowest_kj_mol=8.3 lumo_energy_ev=0.4805 e_tot_ha=-1946.13002
C -6.2660 -3.9763 -0.3263
C -5.5100 -2.6839 -0.3316
C -4.1896 -2.6342 0.1022
C -3.4920 -1.4445 0.1179
C -4.0978 -0.2608 -0.3045
C -3.3359 0.9799 -0.2812
C -3.7099 2.1860 -0.8023
S -2.4963 3.3821 -0.5512
C -1.5409 2.1373 0.2633
N -0.3193 2.4778 0.7695
C 0.6097 1.6967 1.4225
O 1.6414 2.2091 1.7955
C 0.2547 0.2466 1.6080
C 1.3735 -0.5094 2.3326
N 2.6030 -0.4572 1.5805
C 3.0251 -1.4814 0.8124
O 2.5277 -2.5892 0.8280
C 4.2242 -1.1535 -0.0310
C 5.3595 -1.9482 0.0799
C 6.4793 -1.6960 -0.6909
C 6.4696 -0.6510 -1.5999
C 5.3395 0.1344 -1.7451
C 4.2253 -0.1192 -0.9617
Cl 2.8097 0.8553 -1.1965
N -2.1032 0.9886 0.3128
C -5.4221 -0.3070 -0.7367
C -6.1127 -1.5026 -0.7478
H -5.6226 -4.8007 -0.6261
H -6.6334 -4.1881 0.6784
H -7.1205 -3.9316 -0.9971
H -3.7032 -3.5420 0.4292
H -2.4671 -1.4149 0.4524
H -4.6065 2.4495 -1.3229
H -0.0384 3.4441 0.6448
H -0.6823 0.1768 2.1618
H 0.0802 -0.1928 0.6236
H 1.5436 -0.0666 3.3176
H 1.1032 -1.5617 2.4405
H 3.0043 0.4638 1.4769
H 5.3440 -2.7673 0.7826
H 7.3562 -2.3164 -0.5874
H 7.3388 -0.4495 -2.2073
H 5.3161 0.9390 -2.4634
H -5.9185 0.5951 -1.0603
H -7.1391 -1.5200 -1.0860

***

Record 2
44
Properties=species:S:1:pos:R:3 method="wB97M-V/def2-TZVPD" charge=+2 fmax_ha_per_bohr=0.07769 homo_energy_ha="-0.5508 / -0.5505" lumo_energy_ev="-9.8686 / -10.7365" e_tot_ha=-2028.63368
Cl 2.9129 1.3566 0.5251
C -1.4859 1.9346 0.8719
C -2.2308 1.2030 -0.1031
C -1.6393 1.4315 -1.3725
H -3.1367 0.6091 0.1096
C -0.4976 2.2968 -1.2089
C -0.4329 2.6102 0.1912
H 0.3465 3.2049 0.6531
H -1.7258 1.9826 1.9453
H -1.9640 0.9874 -2.3176
C 0.4942 2.6611 -2.2530
Pb 0.7494 0.0514 -0.2077
C -1.6292 -1.8945 -0.2489
C 0.6072 -0.7329 2.2885
O -1.9155 -3.0012 -0.3243
O 1.2332 -1.0192 3.1991
H 0.6103 1.8697 -3.0008
H 1.4775 2.8329 -1.8131
H 0.1867 3.5703 -2.7729
N 1.4892 -1.9390 -0.9622
S 2.6508 -2.7806 -0.2952
C 2.0788 -3.3942 1.3088
C 2.9975 -3.4135 2.3617
C 2.6347 -3.9934 3.5768
C 1.3469 -4.5258 3.7312
C 0.4232 -4.4911 2.6781
C 0.8066 -3.9260 1.4557
C 2.4042 -4.2731 -1.2251
C 2.0574 -4.2136 -2.5751
C 1.8098 -5.4108 -3.2539
C 1.9391 -6.6329 -2.5681
C 2.3260 -6.6782 -1.2193
C 2.5941 -5.4833 -0.5628
H 1.4499 -1.9911 -1.9766
H 3.9703 -2.9570 2.1845
H 3.3512 -4.0045 4.4024
H 1.0503 -4.9614 4.6911
H -0.5901 -4.8980 2.7981
H 0.1400 -3.8998 0.5969
H 1.9607 -3.2534 -3.0793
H 1.5197 -5.3703 -4.3101
H 1.7453 -7.5660 -3.0982
H 2.4164 -7.6131 -0.6605
H 2.8847 -5.4662 0.4828